Record 1
ORCA calculation (ωB97M-V/def2-TZVPD) on C3H5N3 in the gas phase in a non-equilibrium geometry.

```
11
Properties=species:S:1:pos:R:3:forces:R:3:lowdin_charge:R:1
N -1.81249 -0.10046 0.29880 -0.1 0.0 -0.2 0.103
C -0.43483 0.02294 0.09162 0.0 0.8 0.6 -0.445
C 0.47866 -1.03570 -0.00863 -0.4 0.7 -0.7 -0.098
C 1.73384 -0.30824 0.06423 0.1 0.3 -0.4 -0.183
N 1.57884 0.99522 0.11567 0.1 -0.3 0.1 0.032
N 0.23344 1.18619 0.07907 -0.4 0.2 0.3 0.031
H -1.96951 -0.96858 0.80305 0.0 0.2 -0.3 0.088
H -2.40815 -0.08003 -0.52090 0.1 0.2 0.0 0.088
H -0.00626 -1.12428 -1.03935 1.0 -2.1 0.4 0.138
H 2.74582 -0.69986 0.16246 -0.3 0.0 -0.3 0.093
H -0.13935 2.11281 -0.04602 0.0 0.0 0.4 0.152
```
Positions in Å, forces in eV/Å.

Calculated values
net charge = 0
Kohn-Sham gap = 9.457 eV
molecular weight = 83.09 g/mol
LUMO level = 0.79 eV
SMILES string = Nc1ccn[nH]1

Record 2
ORCA calculation (ωB97M-V/def2-TZVPD) on C3H5N3 in the gas phase.

```
11
Properties=species:S:1:pos:R:3:forces:R:3:lowdin_charge:R:1
C -1.71552 -0.17671 0.24186 0.2 -0.2 0.2 -0.002
N -0.13028 0.15745 -0.52020 0.0 0.0 0.0 -0.118
C 0.51584 1.22987 0.14451 0.1 0.0 0.2 -0.167
N 1.61052 0.85824 0.69533 -0.4 0.3 -0.1 0.054
N 1.80540 -0.50241 0.38959 -0.3 -0.2 -0.3 0.051
C 0.81995 -0.87307 -0.34320 0.2 -0.1 0.2 -0.168
H -1.70818 -1.27583 0.07206 0.0 0.3 0.0 -0.040
H -0.52862 0.32289 -1.43758 0.2 0.0 0.0 0.153
H -1.39097 -0.08650 1.29614 0.0 0.0 -0.1 -0.027
H 0.05997 2.20781 0.21319 0.1 -0.1 0.0 0.133
H 0.66190 -1.86173 -0.75171 0.0 0.1 0.1 0.130
```
Positions in Å, forces in eV/Å.

Calculated values
net charge = 0
Kohn-Sham gap = 8.283 eV
molecular weight = 83.09 g/mol
LUMO level = -0.05 eV

Record 3
ORCA calculation (ωB97M-V/def2-TZVPD) on C3H5N3 in the gas phase in a non-equilibrium geometry.

```
11
Properties=species:S:1:pos:R:3:forces:R:3:lowdin_charge:R:1
C -1.74312 0.12863 0.21951 -1.5 -2.3 -1.2 -0.041
N -0.33843 0.05329 0.25208 -0.5 -0.1 0.5 -0.326
N 0.38296 1.13339 0.20063 0.7 -0.9 -0.8 0.110
C 1.54341 0.61905 -0.16127 1.7 0.6 0.3 -0.161
C 1.48784 -0.77441 -0.23395 0.3 0.3 -0.1 -0.143
N 0.24879 -1.12595 0.02720 -0.5 0.9 -0.1 0.095
H -2.13240 -0.05843 1.22186 -0.4 0.0 -0.3 0.084
H -1.86994 -0.75503 -0.50835 -1.2 1.2 1.4 0.114
H -2.17232 1.02426 -0.24907 0.6 -0.2 0.4 0.090
H 2.36646 1.27255 -0.29365 0.7 0.3 -0.1 0.082
H 2.22676 -1.51734 -0.47498 0.2 0.1 0.0 0.096
```
Positions in Å, forces in eV/Å.

Calculated values
net charge = 0
Kohn-Sham gap = 10.792 eV
molecular weight = 83.09 g/mol
LUMO level = 1.17 eV
SMILES string = Cn1nccn1

Record 4
ORCA calculation (ωB97M-V/def2-TZVPD) on 2 unconnected molecules or ions with the total composition C3H5N3 in a non-equilibrium geometry.

```
11
Properties=species:S:1:pos:R:3:forces:R:3:lowdin_charge:R:1
C 0.95281 0.62908 -1.41549 0.1 0.0 -0.2 -0.113
N -0.06803 0.50701 -0.42071 -0.3 -0.2 0.1 0.008
C -0.99822 -0.28393 -0.14819 0.4 0.2 0.4 -0.513
N -1.60358 -0.88995 0.78560 0.2 0.2 -0.5 0.130
C -0.16513 -0.45610 2.19012 0.7 0.4 -0.3 -0.135
N 0.75064 0.09996 1.70211 -0.9 -0.4 0.5 0.123
H 1.10314 1.68816 -1.64193 0.0 -0.2 -0.1 0.074
H 1.88552 0.23766 -0.99230 -0.1 0.0 -0.1 0.078
H 0.73517 0.09168 -2.34475 0.0 0.0 0.1 0.079
H -1.89710 -0.73733 -0.73078 -0.2 -0.1 0.1 0.188
H -0.69521 -0.88624 3.01631 0.0 -0.1 -0.1 0.080
```
Positions in Å, forces in eV/Å.

Calculated values
net charge = 0
Kohn-Sham gap (spin up / spin down) = 8.373 / 8.378 eV
molecular weight = 83.09 g/mol
LUMO level (spin up / spin down) = -0.79 / -0.79 eV

Record 5
ORCA calculation (ωB97M-V/def2-TZVPD) on C3H5N3 in the gas phase.

```
11
Properties=species:S:1:pos:R:3:forces:R:3:lowdin_charge:R:1
C 0.57333 -0.24149 -1.60637 0.0 0.0 0.0 -0.052
C -0.08918 0.02604 -0.29437 0.1 0.0 0.0 -0.362
C 0.38149 -0.13715 0.98413 -0.1 0.1 -0.1 -0.060
N -0.65482 0.25428 1.76196 0.0 0.0 0.1 -0.021
N -1.70177 0.63601 1.02826 0.1 0.0 0.0 -0.024
N -1.36696 0.50055 -0.21445 0.1 0.0 0.1 0.029
H 1.65285 -0.37034 -1.48308 -0.2 0.0 0.0 0.074
H 0.17215 -1.14944 -2.06961 0.1 0.1 0.1 0.077
H 0.39683 0.59024 -2.29467 0.0 -0.1 0.1 0.076
H 1.32336 -0.48059 1.38489 -0.1 0.1 -0.1 0.115
H -0.71910 0.29842 2.76676 0.0 0.0 -0.1 0.147
```
Positions in Å, forces in eV/Å.

Calculated values
net charge = 0
Kohn-Sham gap = 10.409 eV
molecular weight = 83.09 g/mol
LUMO level = 0.88 eV
SMILES string = Cc1c[nH]nn1

Record 6
ORCA calculation (ωB97M-V/def2-TZVPD) on C3H5N3 in the gas phase in a non-equilibrium geometry.

```
11
Properties=species:S:1:pos:R:3:forces:R:3:lowdin_charge:R:1
C 0.05500 -1.32618 -0.02375 -0.6 -1.9 -0.5 -0.234
C -1.68093 0.24687 0.11245 -0.5 -0.5 -1.4 -0.366
C 1.06635 -0.50793 -0.32431 0.1 1.5 -1.0 -0.062
N -1.26379 -1.06658 0.08042 1.2 -0.5 0.8 -0.032
N -0.94589 1.22865 -0.30598 0.1 -1.0 1.0 0.052
N 2.02839 0.25188 0.08176 -1.3 -1.4 -2.2 0.147
H 0.41850 -2.43560 -0.12920 -1.0 1.8 0.3 0.147
H -2.80050 0.17169 0.32749 1.3 1.1 -0.1 0.113
H -1.32022 2.16738 -0.30746 -0.6 -0.2 0.1 0.023
H 2.39368 0.94680 -0.54799 0.5 0.0 0.1 0.125
H 2.04941 0.32303 1.03657 0.8 1.1 2.8 0.087
```
Positions in Å, forces in eV/Å.

Calculated values
net charge = 0
Kohn-Sham gap = 8.379 eV
molecular weight = 83.09 g/mol
LUMO level = 0.51 eV

Record 7
ORCA calculation (ωB97M-V/def2-TZVPD) on C3H5N3 in the gas phase in a non-equilibrium geometry.

```
11
Properties=species:S:1:pos:R:3:forces:R:3:lowdin_charge:R:1
C -1.57688 -0.15400 -0.15559 -0.1 0.2 0.0 -0.074
N -0.26233 -0.76324 -0.05725 0.3 0.1 0.0 0.003
C 0.89218 -0.09851 -0.17542 -0.4 0.1 0.3 -0.447
N 1.02326 1.24288 0.26376 -0.6 -0.3 -0.9 0.075
C 2.22382 -0.65550 0.09506 -0.1 0.3 0.5 -0.079
N 2.12668 0.32908 0.96085 0.8 -0.5 0.1 0.050
H -1.97717 0.15504 0.81314 0.1 0.0 -0.1 0.083
H -2.26231 -0.87230 -0.61760 0.2 0.1 0.1 0.086
H -1.50992 0.71866 -0.80876 0.0 -0.1 0.2 0.084
H -0.20537 -1.73559 0.21247 0.1 0.1 -0.4 0.139
H 1.63589 1.72669 -0.38540 0.0 0.0 0.1 0.081
```
Positions in Å, forces in eV/Å.

Calculated values
net charge = 0
Kohn-Sham gap = 9.034 eV
molecular weight = 83.09 g/mol
LUMO level = 0.55 eV

Record 8
ORCA calculation (ωB97M-V/def2-TZVPD) on C3H5N3 in the gas phase in a non-equilibrium geometry.

```
11
Properties=species:S:1:pos:R:3:forces:R:3:lowdin_charge:R:1
C 1.14926 0.32412 0.96199 1.1 0.5 -0.1 -0.002
N 0.20289 0.30512 0.00613 -0.5 -0.1 -0.1 -0.169
C -0.86059 -0.62149 0.35850 0.4 0.0 0.6 -0.205
N -1.45581 -1.01048 -0.88409 0.1 -0.3 0.2 -0.002
N -1.00904 -0.19791 -1.77049 0.2 0.5 -0.1 -0.004
C -0.05477 0.64881 -1.26193 -0.2 -0.2 -0.1 -0.123
H 1.61091 -0.64616 1.11519 -0.3 0.1 0.7 0.069
H -0.31862 -1.22684 1.12533 -0.9 -1.0 -0.7 0.124
H 1.68045 1.21770 1.22453 0.3 0.3 -0.4 0.053
H -1.60347 -0.10118 0.97828 0.0 0.2 -0.2 0.140
H 0.56216 1.29477 -1.86943 -0.2 0.0 0.1 0.117
```
Positions in Å, forces in eV/Å.

Calculated values
net charge = 0
Kohn-Sham gap (spin up / spin down) = 7.885 / 7.381 eV
molecular weight = 83.09 g/mol
LUMO level (spin up / spin down) = -0.36 / -0.32 eV

Record 9
ORCA calculation (ωB97M-V/def2-TZVPD) on C3H5N3 in the gas phase.

```
11
Properties=species:S:1:pos:R:3:forces:R:3:lowdin_charge:R:1
C 0.14007 -0.27844 1.69226 0.0 0.0 0.0 -0.052
C -0.02749 0.14237 0.26763 0.0 -0.1 0.0 -0.361
C 0.11956 -0.57498 -0.89313 0.0 0.1 0.1 -0.060
N -0.15540 0.32450 -1.86678 0.0 0.0 -0.1 -0.021
N -0.45681 1.52083 -1.35771 0.0 -0.1 0.1 -0.024
N -0.38045 1.41759 -0.06990 0.0 -0.1 -0.1 0.028
H 0.14394 -1.36876 1.78285 0.0 0.2 0.0 0.073
H 1.07828 0.10222 2.11033 -0.1 0.0 -0.1 0.076
H -0.67913 0.11890 2.29849 0.1 -0.1 -0.1 0.076
H 0.38618 -1.60163 -1.09682 -0.1 0.2 0.0 0.115
H -0.16875 0.19738 -2.86724 0.0 0.0 0.2 0.147
```
Positions in Å, forces in eV/Å.

Calculated values
net charge = 0
Kohn-Sham gap = 10.408 eV
molecular weight = 83.09 g/mol
LUMO level = 0.88 eV
SMILES string = Cc1c[nH]nn1

Record 10
ORCA calculation (ωB97M-V/def2-TZVPD) on C3H5N3 in the gas phase.

```
11
Properties=species:S:1:pos:R:3:forces:R:3:lowdin_charge:R:1
C -1.41898 0.12191 -0.26830 -0.1 0.0 0.0 -0.050
C -0.09050 0.51134 0.38002 -0.2 0.0 0.0 -0.443
N 0.95173 0.63563 -0.60559 0.2 -0.3 0.1 0.103
C 1.71938 -0.34380 -0.35353 0.0 0.2 -0.2 -0.178
N 1.31544 -1.14241 0.78247 -0.2 0.2 0.2 0.037
N 0.27848 -0.62208 1.24046 0.4 -0.1 -0.1 0.041
H -1.30405 -0.89802 -0.64444 -0.2 0.1 -0.1 0.082
H -2.20387 0.13977 0.48838 0.0 -0.1 -0.1 0.077
H -1.67884 0.78333 -1.09766 0.1 0.0 0.2 0.079
H -0.18185 1.41864 0.98721 0.1 -0.1 -0.1 0.149
H 2.61305 -0.60432 -0.90900 -0.1 0.0 0.1 0.103
```
Positions in Å, forces in eV/Å.

Calculated values
net charge = 0
Kohn-Sham gap = 10.077 eV
molecular weight = 83.09 g/mol
LUMO level = -0.08 eV
SMILES string = C[C@@H]1N=CN=N1

Result set for energy relative to the best compared isomer or geometry (same formula, charge and spin): 66.4 117.3 36.5 128.6 22.0 85.3 122.6 105.0 22.0 35.9 kcal/mol, one per record in the order listed.